Entry 1:
Molecular formula: C20H28F3O2Ti
Method: DFT, the ωB97M-V functional and the def2-TZVPD basis

Results
* LUMO energy (spin up / spin down): 0.40 / 0.40 eV
* relative energy (zero: lowest compared OMol25 entry of this formula, charge and spin): 1.405 eV
* ⟨S²⟩: 0.7561
* energy: -56555.3153 eV
* 2S+1: 2

Each line ends with the Mulliken spin population.
CARTESIAN COORDINATES (ANGSTROEM)
O  0.200  -2.121  -1.960  -0.001
C  -0.761  -3.211  -2.237  0.000
C  0.264  -4.127  -2.876  0.000
H  -1.552  -2.880  -2.928  0.000
H  -1.197  -3.625  -1.314  0.000
C  1.249  -3.000  -2.514  0.000
H  0.092  -4.244  -3.950  0.000
H  0.435  -5.090  -2.385  0.000
C  1.921  -2.468  -3.761  0.000
H  1.194  -2.140  -4.512  0.000
H  2.492  -3.276  -4.237  0.000
H  2.617  -1.661  -3.511  0.000
C  2.279  -3.357  -1.458  0.000
H  1.823  -3.684  -0.516  0.000
H  2.918  -2.479  -1.292  0.000
H  2.944  -4.165  -1.787  0.000
Ti  -0.006  2.092  1.113  0.997
C  0.421  3.121  3.177  -0.015
C  -0.983  2.798  3.107  -0.006
C  -1.117  1.372  3.109  -0.021
H  -1.799  3.513  3.186  -0.003
C  0.204  0.804  3.174  0.058
C  1.151  1.881  3.186  -0.019
H  2.236  1.758  3.300  0.004
H  0.838  4.123  3.302  0.003
H  -2.070  0.847  3.186  -0.001
H  0.441  -0.252  3.314  0.003
C  1.139  4.028  0.583  -0.021
C  2.130  2.998  0.721  -0.012
C  1.880  1.993  -0.263  0.056
H  2.973  3.027  1.409  0.002
C  0.715  2.383  -1.020  -0.026
C  0.252  3.643  -0.485  0.011
H  -0.521  4.270  -0.914  0.000
H  1.102  4.984  1.125  -0.003
H  2.504  1.124  -0.474  0.002
H  0.308  1.886  -1.909  -0.002
O  -1.093  0.355  0.354  -0.004
C  -0.117  -0.709  0.593  0.028
C  -0.938  -1.864  1.138  0.029
H  0.696  -0.411  1.297  -0.042
H  0.348  -0.978  -0.356  0.000
C  -2.360  -1.647  0.591  -0.002
H  -0.898  -1.736  2.222  -0.001
H  -0.541  -2.849  0.878  -0.001
C  -2.375  -0.265  -0.015  0.010
H  -3.103  -1.728  1.405  0.000
H  -2.628  -2.369  -0.194  0.000
H  -3.190  0.399  0.302  -0.002
H  -2.329  -0.344  -1.122  0.001
F  -3.205  2.654  1.416  0.002
C  -2.172  3.155  0.646  -0.027
F  -2.557  2.928  -0.660  0.002
F  -2.255  4.543  0.818  0.000

Entry 2:
Molecular formula: C31H45Br2N4O2PdSi
Method: DFT, the ωB97M-V functional and the def2-TZVPD basis

Results
* LUMO energy: 2.40 eV
* relative energy (zero: lowest compared OMol25 entry of this formula, charge and spin): 0.243 eV
* energy: -194376.0504 eV
* charge: -1

Each line ends with the Mulliken charge.
CARTESIAN COORDINATES (ANGSTROEM)
Pd  0.939  -1.444  -2.393  -0.243
O  -2.366  2.082  -1.390  -0.440
C  -3.463  1.733  -2.145  1.017
C  -4.646  2.455  -2.065  -0.822
C  -5.734  2.083  -2.844  -0.453
C  -5.633  0.992  -3.693  -0.754
C  -4.443  0.276  -3.753  -0.614
C  -3.342  0.631  -2.990  -0.506
C  -2.068  -0.229  -3.067  1.969
O  -2.240  -1.327  -3.792  -1.085
N  -1.023  0.707  -3.616  -0.301
N  0.236  0.572  -3.202  0.033
C  1.022  1.574  -3.373  -0.592
C  2.415  1.623  -2.957  0.604
Br  3.096  0.094  -2.071  -0.040
C  3.144  2.734  -3.145  -0.811
C  4.535  3.050  -2.792  0.569
C  5.592  2.145  -2.912  -0.382
C  6.886  2.521  -2.583  -0.602
C  7.156  3.806  -2.134  -0.406
C  6.119  4.722  -2.031  -0.475
C  4.828  4.349  -2.364  -0.507
H  -2.614  2.791  -0.789  0.268
H  -4.715  3.305  -1.393  0.330
H  -6.657  2.647  -2.779  0.368
H  -6.480  0.696  -4.300  0.380
H  -4.319  -0.598  -4.380  0.434
H  -1.746  -0.420  -2.023  -0.887
H  -1.311  1.673  -3.734  0.347
H  0.657  2.486  -3.850  0.209
H  2.594  3.561  -3.589  0.294
H  5.398  1.148  -3.278  0.468
H  7.690  1.803  -2.685  0.363
H  8.168  4.094  -1.875  0.360
H  6.316  5.731  -1.690  0.355
H  4.021  5.069  -2.283  0.361
N  -0.851  -3.545  -2.866  0.501
C  -1.353  -4.553  -2.147  -0.353
C  -0.310  -5.405  -1.811  -0.730
C  0.810  -4.810  -2.402  -0.221
N  0.481  -3.682  -3.031  -0.985
H  -1.376  -2.662  -3.330  0.466
H  -2.407  -4.595  -1.927  0.510
H  -0.365  -6.320  -1.245  0.351
H  1.837  -5.139  -2.401  0.472
C  1.464  -2.873  3.255  -2.151
C  1.372  -1.342  3.162  2.497
C  1.564  -0.764  4.572  -1.823
C  2.564  -0.902  2.295  -1.954
Si  -0.312  -0.819  2.380  -0.790
Br  -0.115  -1.260  0.196  0.354
C  -0.624  1.078  2.496  3.049
C  0.669  1.844  2.177  -2.283
C  -1.102  1.506  3.891  -1.926
C  -1.658  1.547  1.459  -2.405
C  -1.799  -1.860  3.025  2.497
C  -3.126  -1.243  2.556  -2.080
C  -1.776  -3.288  2.454  -1.823
C  -1.829  -1.943  4.558  -1.807
H  2.467  -3.145  3.602  0.606
H  1.312  -3.345  2.282  0.363
H  0.750  -3.298  3.961  0.314
H  2.498  -1.150  4.995  0.529
H  0.758  -1.039  5.256  0.278
H  1.640  0.325  4.564  0.296
H  3.485  -1.270  2.762  0.523
H  2.653  0.178  2.201  0.328
H  2.506  -1.318  1.289  0.350
H  1.438  1.709  2.938  0.393
H  0.442  2.916  2.131  0.586
H  1.083  1.553  1.209  0.377
H  -0.413  1.210  4.685  0.322
H  -2.086  1.101  4.132  0.310
H  -1.186  2.599  3.922  0.515
H  -1.346  1.325  0.439  0.335
H  -1.763  2.636  1.548  0.651
H  -2.645  1.111  1.606  0.234
H  -3.153  -1.119  1.472  0.335
H  -3.329  -0.278  3.020  0.307
H  -3.944  -1.917  2.832  0.626
H  -1.829  -3.283  1.365  0.313
H  -2.650  -3.830  2.833  0.545
H  -0.891  -3.853  2.737  0.305
H  -1.842  -0.959  5.032  0.276
H  -0.982  -2.499  4.961  0.280
H  -2.739  -2.469  4.871  0.526

What is the relative energy (zero: lowest compared OMol25 entry of this formula, charge and spin) in the first record? 1.405 eV

Look up the relative energy (zero: lowest compared OMol25 entry of this formula, charge and spin) of the second one. 0.243 eV

Among the records above, which one has the highest energy? C20H28F3O2Ti

Please write out number 1 again, unchanged.
Molecular formula: C20H28F3O2Ti
Method: DFT, the ωB97M-V functional and the def2-TZVPD basis

Results
* LUMO energy (spin up / spin down): 0.40 / 0.40 eV
* relative energy (zero: lowest compared OMol25 entry of this formula, charge and spin): 1.405 eV
* ⟨S²⟩: 0.7561
* energy: -56555.3153 eV
* 2S+1: 2

Each line ends with the Mulliken spin population.
CARTESIAN COORDINATES (ANGSTROEM)
O  0.200  -2.121  -1.960  -0.001
C  -0.761  -3.211  -2.237  0.000
C  0.264  -4.127  -2.876  0.000
H  -1.552  -2.880  -2.928  0.000
H  -1.197  -3.625  -1.314  0.000
C  1.249  -3.000  -2.514  0.000
H  0.092  -4.244  -3.950  0.000
H  0.435  -5.090  -2.385  0.000
C  1.921  -2.468  -3.761  0.000
H  1.194  -2.140  -4.512  0.000
H  2.492  -3.276  -4.237  0.000
H  2.617  -1.661  -3.511  0.000
C  2.279  -3.357  -1.458  0.000
H  1.823  -3.684  -0.516  0.000
H  2.918  -2.479  -1.292  0.000
H  2.944  -4.165  -1.787  0.000
Ti  -0.006  2.092  1.113  0.997
C  0.421  3.121  3.177  -0.015
C  -0.983  2.798  3.107  -0.006
C  -1.117  1.372  3.109  -0.021
H  -1.799  3.513  3.186  -0.003
C  0.204  0.804  3.174  0.058
C  1.151  1.881  3.186  -0.019
H  2.236  1.758  3.300  0.004
H  0.838  4.123  3.302  0.003
H  -2.070  0.847  3.186  -0.001
H  0.441  -0.252  3.314  0.003
C  1.139  4.028  0.583  -0.021
C  2.130  2.998  0.721  -0.012
C  1.880  1.993  -0.263  0.056
H  2.973  3.027  1.409  0.002
C  0.715  2.383  -1.020  -0.026
C  0.252  3.643  -0.485  0.011
H  -0.521  4.270  -0.914  0.000
H  1.102  4.984  1.125  -0.003
H  2.504  1.124  -0.474  0.002
H  0.308  1.886  -1.909  -0.002
O  -1.093  0.355  0.354  -0.004
C  -0.117  -0.709  0.593  0.028
C  -0.938  -1.864  1.138  0.029
H  0.696  -0.411  1.297  -0.042
H  0.348  -0.978  -0.356  0.000
C  -2.360  -1.647  0.591  -0.002
H  -0.898  -1.736  2.222  -0.001
H  -0.541  -2.849  0.878  -0.001
C  -2.375  -0.265  -0.015  0.010
H  -3.103  -1.728  1.405  0.000
H  -2.628  -2.369  -0.194  0.000
H  -3.190  0.399  0.302  -0.002
H  -2.329  -0.344  -1.122  0.001
F  -3.205  2.654  1.416  0.002
C  -2.172  3.155  0.646  -0.027
F  -2.557  2.928  -0.660  0.002
F  -2.255  4.543  0.818  0.000